Record 1
Computed, not measured: a cluster of 7 separate species, C17H50N4O11 in total, with wB97M-V/def2-TZVPD.

Geometry as XYZ:
```
82
Properties=species:S:1:pos:R:3:lowdin_charge:R:1
C -0.585 -2.731 -4.406 -0.237
C 0.515 -3.218 -3.491 -0.236
O 1.054 -2.144 -2.749 -0.086
O -0.140 -1.520 -4.995 -0.072
H -1.555 -2.641 -3.881 0.115
H -0.768 -3.467 -5.217 0.127
H 1.335 -3.737 -4.052 0.130
H 0.130 -3.926 -2.771 0.118
H 1.288 -1.452 -3.360 0.077
H 0.103 -1.741 -5.909 0.102
C 4.812 1.466 1.015 -0.280
C 4.175 1.582 2.361 -0.228
O 2.771 1.294 2.417 -0.100
O 4.416 2.457 0.095 -0.082
H 4.606 0.452 0.683 0.111
H 5.889 1.524 1.199 0.123
H 4.406 2.530 2.802 0.118
H 4.646 0.798 3.003 0.130
H 2.455 1.690 3.230 0.033
H 3.412 2.405 0.075 0.061
C -3.977 1.263 -2.496 -0.273
C -3.248 0.184 -3.179 -0.236
O -3.171 -0.975 -2.321 -0.097
O -5.280 0.847 -2.172 -0.050
H -4.025 2.089 -3.202 0.124
H -3.358 1.585 -1.647 0.110
H -2.198 0.375 -3.383 0.106
H -3.623 -0.049 -4.179 0.125
H -4.092 -1.118 -2.042 0.091
H -5.539 1.142 -1.274 0.115
C 0.143 1.944 4.050 -0.210
C -0.074 0.445 3.947 -0.266
O -1.379 0.181 3.468 -0.076
O 1.413 2.215 4.681 -0.087
H -0.649 2.409 4.625 0.120
H 0.145 2.397 3.050 0.119
H -0.032 0.021 4.976 0.126
H 0.745 0.009 3.378 0.096
H -1.264 0.306 2.524 0.011
H 1.450 1.714 5.509 0.101
C -0.191 -0.134 0.374 -0.572
O -0.817 0.759 0.971 -0.009
N 1.176 -0.470 0.683 0.169
N -0.688 -0.886 -0.663 0.195
H 1.744 -1.005 0.028 0.100
H 1.737 0.227 1.146 0.042
H -1.634 -0.767 -0.946 0.060
H -0.043 -1.548 -1.147 0.094
C -0.843 2.745 -1.706 -0.037
C 0.663 2.430 -1.425 -0.394
C 1.492 2.989 -2.553 -0.227
O 1.331 4.396 -2.423 -0.200
C 2.328 5.127 -3.108 -0.103
N 1.364 2.918 -0.207 0.077
H -1.049 3.801 -1.761 0.073
H -1.430 2.286 -0.921 0.045
H -1.046 2.240 -2.679 0.081
H 0.694 1.334 -1.438 0.112
H 1.250 2.562 -3.576 0.141
H 2.539 2.696 -2.352 0.119
H 2.330 4.987 -4.186 0.081
H 3.321 4.816 -2.780 0.084
H 2.187 6.196 -2.831 0.100
H 1.220 3.904 -0.195 0.077
H 0.930 2.464 0.595 0.054
C 0.419 -3.319 2.657 -0.055
C -1.076 -3.151 2.982 -0.417
C -1.834 -4.424 2.811 -0.236
O -1.996 -4.901 1.486 -0.171
C -2.949 -4.158 0.775 -0.117
N -1.266 -2.682 4.417 0.065
H 0.652 -2.259 2.639 0.039
H 0.661 -3.771 1.680 0.087
H 0.979 -3.807 3.461 0.080
H -1.447 -2.388 2.261 0.123
H -2.763 -4.263 3.305 0.103
H -1.296 -5.189 3.394 0.135
H -2.649 -3.136 0.593 0.065
H -3.931 -4.206 1.226 0.087
H -2.960 -4.682 -0.179 0.089
H -1.743 -1.798 4.503 0.046
H -0.320 -2.538 4.726 0.042
```

As for the SMILES: COC[C@H](C)N.COC[C@H](C)N.NC(N)=O.OCCO.OCCO.OCCO.OCCO. The energy is -1724.31266 a.u. As for the multiplicity: 1. For the HOMO-LUMO gap, the calculation gives 9.13 eV.

=====

Record 2
Computed, not measured: a structure of composition C31H46Br4F16MgN4O8PV, with wB97M-V/def2-TZVPD.

Geometry as XYZ:
```
112
Properties=species:S:1:pos:R:3:lowdin_charge:R:1
C -1.308 -3.603 -4.805 -0.002
C -0.274 -2.365 -4.808 -0.224
F 0.147 -2.153 -6.190 -0.045
N -0.812 -1.070 -4.304 -0.022
N -2.032 -0.476 -4.438 0.113
C -2.004 0.803 -3.771 -0.005
N -0.673 1.070 -3.169 0.179
C 0.003 -0.151 -3.526 -0.088
C 1.538 -0.400 -3.070 -0.068
C 1.470 -1.526 -1.889 -0.349
C 1.184 -0.867 -0.432 -0.515
Br -0.753 -1.149 0.045 0.658
H -2.294 -3.420 -4.245 0.065
H -0.761 -4.548 -4.418 0.092
H -1.541 -3.832 -5.917 0.105
H 0.659 -2.710 -4.219 0.160
H -2.891 1.525 -3.699 0.135
H -0.344 1.899 -2.648 0.151
H 2.047 0.570 -2.708 0.138
H 2.111 -0.796 -3.990 0.133
H 0.535 -2.165 -2.133 0.066
H 2.374 -2.251 -1.909 -0.139
H 1.835 -1.439 0.328 0.074
H 1.418 0.259 -0.433 0.070
Br 3.033 -3.936 -1.149 0.112
C 1.154 -2.018 5.016 -0.084
C 1.015 -0.640 5.708 -0.436
C 0.069 -0.583 6.907 -0.338
F -1.203 -0.886 6.576 0.077
F 0.037 0.666 7.424 0.121
F 0.679 0.282 4.781 0.163
F 2.257 -0.294 6.149 0.126
O 0.381 -2.219 3.835 0.048
C -0.946 -2.667 4.022 -0.473
C -1.982 -1.658 3.519 -0.296
F -1.877 -0.477 4.161 0.104
F -3.244 -2.107 3.734 0.102
F -1.128 -3.015 5.328 -0.030
F -1.051 -3.813 3.317 0.160
H 2.191 -2.077 4.670 0.170
H 1.047 -2.865 5.715 -0.055
H 0.394 -1.263 7.702 0.106
H -1.854 -1.475 2.449 0.072
Mg 0.229 -3.771 7.105 0.882
F 3.627 0.491 0.056 -0.206
P 4.383 1.197 1.289 0.187
F 4.607 1.047 2.871 -0.182
F 5.503 1.650 0.234 -0.176
F 2.816 1.377 1.607 -0.192
F 4.523 2.782 1.500 -0.183
F 5.204 -0.174 1.440 -0.180
C 2.161 5.345 1.303 -0.080
C 2.647 6.102 2.532 -0.250
N 3.736 7.035 2.260 -0.153
C 4.375 7.544 3.471 -0.238
C 3.532 8.412 4.405 -0.086
C 3.491 8.027 1.220 -0.238
C 2.297 8.965 1.402 -0.083
H 2.983 4.817 0.813 0.074
H 1.414 4.603 1.597 0.078
H 1.688 6.009 0.573 0.063
H 3.000 5.351 3.248 0.127
H 1.791 6.603 3.001 0.103
H 5.280 8.098 3.195 0.115
H 4.740 6.686 4.045 0.115
H 3.390 9.417 4.005 0.055
H 4.046 8.523 5.364 0.073
H 2.553 7.974 4.610 0.069
H 3.365 7.501 0.268 0.106
H 4.393 8.630 1.072 0.117
H 1.401 8.443 1.745 0.071
H 2.053 9.436 0.446 0.074
H 2.522 9.770 2.103 0.054
C -3.908 -4.769 -2.022 -0.958
O -3.702 -5.360 -0.971 0.237
O -3.575 -3.593 -2.263 0.273
O -4.482 -5.251 -3.017 0.236
F 1.042 -6.506 -3.540 0.037
C 2.185 -6.870 -4.147 -0.298
C 3.189 -7.475 -3.406 -0.023
C 4.369 -7.856 -4.036 -0.077
C 4.536 -7.619 -5.399 -0.096
C 3.524 -7.008 -6.132 -0.085
C 2.339 -6.636 -5.505 -0.025
H 3.045 -7.644 -2.345 0.115
H 5.157 -8.337 -3.467 0.107
H 5.459 -7.913 -5.889 0.101
H 3.657 -6.820 -7.192 0.105
H 1.537 -6.166 -6.062 0.110
Br -7.048 -5.731 -1.495 0.726
C -8.678 -5.202 -2.423 -0.670
C -8.365 -4.404 -3.665 -0.688
Br -7.863 -2.573 -3.221 0.606
H -9.292 -4.659 -1.704 0.054
H -9.174 -6.139 -2.683 0.060
H -9.250 -4.311 -4.296 0.059
H -7.548 -4.824 -4.253 0.053
O -1.612 4.221 -2.874 -0.695
V -2.163 4.650 -4.473 0.975
O -2.715 5.034 -6.076 -0.642
O -2.418 2.478 3.726 0.125
C -3.202 2.221 2.850 -0.470
O -4.475 2.703 2.801 0.033
C -5.163 2.115 1.692 -0.164
C -4.076 1.664 0.744 -0.161
C -2.949 1.301 1.687 -0.109
H -5.767 1.280 2.059 0.128
H -5.822 2.855 1.235 0.127
H -4.385 0.843 0.093 0.116
H -3.767 2.500 0.108 0.123
H -3.022 0.267 2.028 0.093
H -1.974 1.492 1.239 0.111
```

The energy is -15408.53513 a.u. As for the multiplicity: 1. For the HOMO-LUMO gap, the calculation gives 1.19 eV.